No. 1
Here is a gas-phase ion, C8H6O2P (charge -1) from the Open Molecules 2025 dataset. Energies are from ωB97M-V with the def2-TZVPD basis set.

Summary:
**Structure (SMILES)**: O=[P@@]1([O-])C=Cc2ccccc21
**LUMO energy**: 3.54 eV
**Electronic energy**: -800.4095 Ha
**Charge**: -1
**ΔE to the lowest compared entry with this formula, charge and spin**: 0.00 kcal per mole

Geometry (Å):
O 2.89098 0.52113 1.28537
P 2.25304 0.11963 0.00000
O 2.89058 0.52071 -1.28571
C 1.82727 -1.68184 0.00021
C 0.51408 -1.88868 0.00010
C -0.30263 -0.68522 0.00000
C -1.68883 -0.63031 -0.00014
C -2.31913 0.60478 -0.00013
C -1.57444 1.77289 -0.00001
C -0.18583 1.71698 0.00008
C 0.44375 0.49438 0.00008
H 2.56801 -2.46853 0.00031
H 0.03356 -2.86280 0.00011
H -2.27497 -1.54254 -0.00024
H -3.40163 0.65615 -0.00021
H -2.08052 2.73090 0.00003
H 0.40670 2.62237 0.00016

Forces on atoms 1 to 3 (eV/Å):
-0.187 -0.097 0.333
0.182 -0.084 0.000
-0.187 -0.097 -0.333

No. 2
Here is 4 unconnected molecules or ions with the total composition C14H23ClN4O7P from the Open Molecules 2025 dataset. Energies are from ωB97M-V with the def2-TZVPD basis set.

Summary:
**LUMO energy**: -3.52 eV
**Electronic energy**: -2094.3064 Ha
**Charge**: +1

Geometry (Å):
O -0.78508 -2.28392 5.15587
P -0.77113 -1.45566 3.94984
N 0.49902 -1.92757 2.89906
C 0.76500 -1.84763 1.58275
N 1.81955 -2.44158 1.01919
C 1.74713 -2.12740 -0.26987
N 0.70536 -1.36387 -0.55105
N 0.06595 -1.17775 0.64066
Cl -1.24987 -0.15247 0.71980
H -0.52279 -0.09332 4.15673
H -1.88589 -1.52536 3.11216
H 1.23231 -2.42176 3.40069
H 2.44700 -2.44716 -1.02371
H 0.33601 -0.92368 -1.44434
O 1.97773 -2.53692 11.33942
C 1.55470 -3.02656 10.33694
O 1.45372 -4.36981 10.16934
C 1.00380 -4.67992 8.84261
C 0.28953 -3.42363 8.35330
C 1.06467 -2.32878 9.07966
H 1.87867 -4.92059 8.23307
H 0.36427 -5.55726 8.90046
H 0.28179 -3.32628 7.27051
H -0.74589 -3.43227 8.69644
H 1.94274 -1.99865 8.52036
H 0.47277 -1.45749 9.34683
O -0.26350 -0.23887 -2.67847
C -1.21866 0.30659 -3.20256
O -1.97900 1.15085 -2.51582
C -3.10220 1.58395 -3.33756
C -2.63737 1.35196 -4.76915
C -1.71376 0.14719 -4.60765
H -3.96199 0.97259 -3.06049
H -3.30950 2.62108 -3.09126
H -3.46188 1.18435 -5.45728
H -2.06373 2.20606 -5.11918
H -2.26668 -0.79472 -4.66158
H -0.88465 0.12316 -5.30814
O -0.04672 2.10665 -6.17278
C 0.39126 3.11533 -6.66285
O 0.30917 3.35230 -7.98028
C 0.99219 4.57830 -8.31981
C 1.03446 5.37624 -7.02116
C 1.10142 4.26400 -5.97641
H 1.98787 4.31769 -8.68192
H 0.43699 5.05804 -9.12059
H 1.86545 6.07620 -6.98429
H 0.10859 5.94022 -6.90303
H 2.12587 3.94672 -5.77092
H 0.61530 4.50142 -5.03357

Forces on atoms 1 to 3 (eV/Å):
0.146 -0.005 -0.073
-0.086 -0.015 0.164
0.099 -0.012 0.070

Across the entries above, orbital gap takes the values 0.3049, 0.2879 hartree, respectively.
Across the entries above, strongest force on any atom takes the values 0.7, 0.3 eV Å⁻¹, respectively.
Across the entries above, molar mass takes the values 165.1, 425.8 g mol⁻¹, respectively.